{
  "formula": "C2H9N3O",
  "method": "the ωB97M-V functional and the def2-TZVPD basis",
  "symbols": ["C", "C", "N", "N", "N", "O", "H", "H", "H", "H", "H", "H", "H", "H", "H"],
  "positions_angstrom": [[-0.374, -0.320, 0.371], [-0.868, 1.039, -0.170], [0.913, -0.596, -0.277], [0.701, -1.388, -1.489], [-0.147, -0.310, 1.800], [0.102, 2.030, 0.054], [0.949, 1.642, -0.211], [1.436, -1.197, 0.358], [-1.106, -1.107, 0.132], [0.272, -0.760, -2.167], [1.629, -1.606, -1.846], [-1.029, -0.247, 2.295], [0.398, 0.514, 2.039], [-1.098, 0.952, -1.243], [-1.775, 1.353, 0.353]],
  "smiles": "NN[C@@H](N)CO",
  "relative_energy_kj_mol": 180.6,
  "gap_ev": 9.69,
  "lumo_energy_ev": 1.08
}

---

{
  "formula": "C22H57F2N8O14S2",
  "method": "the ωB97M-V functional and the def2-TZVPD basis",
  "symbols": ["N", "S", "O", "O", "F", "S", "O", "O", "F", "C", "C", "O", "N", "H", "H", "C", "H", "H", "H", "H", "H", "H", "C", "C", "O", "N", "H", "H", "C", "H", "H", "H", "H", "H", "H", "C", "C", "O", "N", "H", "H", "C", "H", "H", "H", "H", "H", "H", "C", "C", "O", "N", "H", "H", "C", "H", "H", "H", "H", "H", "H", "C", "C", "O", "N", "H", "H", "C", "H", "H", "H", "H", "H", "H", "C", "C", "O", "N", "H", "H", "C", "H", "H", "H", "H", "H", "H", "C", "C", "O", "N", "H", "H", "C", "H", "H", "H", "H", "H", "H", "O", "C", "O", "O", "H"],
  "positions_angstrom": [[0.588, -0.366, -0.289], [-0.613, -0.334, -1.176], [-0.449, -0.948, -2.410], [-1.639, 0.755, -0.938], [-1.294, -1.573, -0.314], [1.122, 1.140, -0.673], [0.815, 2.161, 0.358], [1.130, 1.597, -2.089], [2.668, 0.928, -0.370], [4.746, -2.720, -1.723], [3.699, -3.824, -1.386], [3.749, -4.979, -1.844], [2.731, -3.514, -0.119], [2.296, -2.603, -0.124], [1.980, -4.185, -0.046], [3.447, -3.836, 1.185], [5.353, -2.972, -2.594], [5.351, -2.614, -0.823], [4.175, -1.800, -1.847], [3.999, -4.755, 0.989], [2.633, -3.980, 1.895], [4.188, -3.047, 1.313], [1.086, 7.279, 3.803], [0.800, 7.784, 5.212], [-0.140, 7.400, 5.870], [1.740, 8.744, 5.871], [1.843, 8.651, 6.872], [2.644, 8.484, 5.502], [1.282, 10.166, 5.437], [0.544, 6.421, 3.404], [2.119, 7.003, 3.591], [0.852, 8.155, 3.199], [1.373, 10.249, 4.354], [1.907, 10.927, 5.905], [0.274, 10.367, 5.801], [6.297, 3.949, 1.072], [7.719, 3.839, 0.716], [8.284, 4.623, -0.045], [8.508, 2.618, 1.390], [7.885, 1.907, 1.744], [8.931, 2.079, 0.648], [9.429, 3.045, 2.530], [6.047, 4.986, 1.297], [5.890, 3.320, 1.864], [5.612, 3.773, 0.243], [9.917, 2.096, 2.751], [8.805, 3.054, 3.423], [10.112, 3.878, 2.363], [-4.130, -0.244, -6.085], [-3.940, -1.359, -7.111], [-2.848, -1.511, -7.701], [-5.275, -2.137, -7.331], [-5.626, -2.514, -6.462], [-5.863, -1.342, -7.535], [-5.286, -3.179, -8.498], [-3.130, 0.076, -5.794], [-4.392, -0.747, -5.154], [-4.592, 0.701, -6.370], [-6.305, -3.101, -8.877], [-5.019, -4.107, -7.991], [-4.538, -2.884, -9.234], [-1.383, -5.709, -3.301], [-2.453, -6.760, -3.541], [-2.619, -7.311, -4.641], [-3.299, -7.006, -2.391], [-2.817, -6.670, -1.569], [-4.121, -6.419, -2.404], [-3.643, -8.533, -2.283], [-1.002, -5.618, -2.284], [-1.720, -4.688, -3.479], [-0.576, -5.846, -4.020], [-2.749, -9.129, -2.465], [-4.318, -8.614, -3.135], [-4.281, -8.713, -1.418], [1.309, 1.526, 5.371], [0.239, 0.980, 4.437], [-0.904, 1.417, 4.233], [0.666, -0.344, 3.816], [0.595, -0.208, 2.818], [1.642, -0.525, 4.001], [-0.221, -1.543, 4.195], [1.933, 0.864, 5.972], [0.835, 2.178, 6.104], [2.018, 2.243, 4.958], [-1.106, -1.336, 3.593], [-0.690, -1.476, 5.176], [0.244, -2.501, 3.962], [-5.106, 4.287, -0.250], [-5.472, 3.297, -1.420], [-5.005, 3.396, -2.545], [-6.651, 2.372, -1.090], [-7.447, 2.982, -0.968], [-6.798, 1.742, -1.866], [-6.515, 1.239, -0.018], [-4.866, 3.751, 0.668], [-5.899, 4.987, 0.015], [-4.250, 4.882, -0.568], [-6.303, 1.770, 0.910], [-5.771, 0.507, -0.333], [-7.472, 0.759, 0.187], [-1.231, -7.997, 0.875], [-0.657, -7.082, 1.659], [-0.603, -5.928, 1.261], [-0.160, -7.511, 2.710], [-0.864, -8.694, 1.423]],
  "charge": 5,
  "relative_energy_kj_mol": 737.4,
  "gap_ev": 4.52,
  "lumo_energy_ev": -9.66
}

---

{
  "formula": "C29H84O13",
  "method": "the ωB97M-V functional and the def2-TZVPD basis",
  "symbols": ["C", "O", "H", "H", "H", "H", "C", "O", "H", "H", "H", "H", "C", "O", "H", "H", "H", "H", "C", "O", "H", "H", "H", "H", "C", "O", "H", "H", "H", "H", "C", "C", "C", "O", "H", "H", "H", "H", "H", "H", "H", "H", "C", "C", "C", "O", "H", "H", "H", "H", "H", "H", "H", "H", "C", "C", "C", "O", "H", "H", "H", "H", "H", "H", "H", "H", "C", "C", "C", "O", "H", "H", "H", "H", "H", "H", "H", "H", "C", "C", "C", "O", "H", "H", "H", "H", "H", "H", "H", "H", "C", "C", "C", "O", "H", "H", "H", "H", "H", "H", "H", "H", "C", "C", "C", "O", "H", "H", "H", "H", "H", "H", "H", "H", "C", "C", "C", "O", "H", "H", "H", "H", "H", "H", "H", "H"],
  "positions_angstrom": [[1.873, -27.074, 5.501], [2.573, -27.376, 4.301], [1.539, -26.036, 5.525], [1.019, -27.738, 5.668], [2.566, -27.260, 6.316], [2.120, -27.016, 3.534], [5.450, -21.021, 8.863], [5.975, -20.808, 7.565], [5.506, -22.078, 9.116], [5.987, -20.474, 9.641], [4.391, -20.748, 8.909], [5.854, -19.880, 7.344], [7.614, -25.685, 9.036], [7.080, -26.669, 9.921], [8.635, -25.394, 9.281], [7.594, -26.028, 8.002], [6.996, -24.785, 9.082], [7.690, -26.754, 10.657], [5.398, -28.321, 7.216], [4.970, -28.160, 8.552], [6.208, -27.646, 6.934], [5.795, -29.334, 7.062], [4.590, -28.240, 6.490], [5.703, -27.867, 9.109], [3.032, -27.709, 12.014], [2.229, -26.594, 12.389], [2.412, -28.588, 11.799], [3.652, -27.438, 11.156], [3.645, -28.024, 12.859], [1.673, -26.410, 11.614], [3.937, -24.604, 9.801], [3.345, -25.048, 8.458], [4.449, -24.992, 7.378], [2.805, -26.352, 8.585], [3.081, -24.421, 10.451], [4.535, -23.701, 9.665], [4.627, -25.354, 10.190], [2.557, -24.379, 8.108], [4.024, -25.224, 6.397], [5.093, -25.851, 7.568], [4.899, -24.004, 7.370], [3.509, -27.021, 8.623], [2.582, -30.351, 8.661], [2.892, -31.752, 9.171], [2.280, -32.050, 10.524], [2.480, -32.745, 8.231], [1.536, -30.400, 8.316], [3.174, -29.977, 7.835], [2.480, -29.639, 9.483], [3.980, -31.834, 9.241], [2.589, -33.018, 10.915], [1.186, -32.056, 10.506], [2.598, -31.282, 11.236], [1.519, -32.734, 8.282], [3.500, -20.906, 4.426], [2.784, -22.082, 3.785], [2.706, -23.290, 4.667], [1.423, -21.677, 3.468], [3.256, -20.767, 5.480], [3.342, -19.974, 3.884], [4.582, -21.079, 4.382], [3.209, -22.250, 2.793], [3.584, -23.930, 4.510], [1.935, -24.019, 4.406], [2.614, -23.031, 5.721], [1.549, -21.050, 2.751], [7.107, -26.477, 2.480], [5.901, -27.298, 2.873], [6.168, -28.455, 3.817], [5.019, -26.335, 3.478], [6.767, -25.496, 2.153], [7.667, -26.891, 1.641], [7.726, -26.328, 3.365], [5.336, -27.675, 2.010], [6.949, -29.092, 3.403], [5.209, -28.894, 4.092], [6.584, -28.085, 4.761], [4.285, -26.776, 3.933], [8.796, -21.737, 3.713], [7.610, -21.931, 4.621], [7.042, -23.336, 4.534], [8.083, -21.696, 5.958], [9.257, -20.759, 3.848], [8.496, -21.733, 2.660], [9.508, -22.545, 3.871], [6.820, -21.187, 4.465], [7.824, -24.089, 4.593], [6.482, -23.452, 3.599], [6.272, -23.488, 5.295], [7.310, -21.552, 6.525], [1.662, -21.112, 12.351], [1.533, -21.018, 10.844], [0.488, -22.008, 10.285], [0.932, -19.751, 10.529], [2.060, -22.080, 12.657], [0.664, -20.988, 12.775], [2.315, -20.330, 12.737], [2.533, -21.085, 10.408], [0.897, -23.024, 10.249], [0.283, -21.757, 9.239], [-0.449, -21.952, 10.830], [0.396, -19.840, 9.739], [-0.651, -25.852, 8.132], [-0.589, -26.602, 9.446], [-0.610, -28.114, 9.293], [0.575, -26.185, 10.169], [-1.640, -25.949, 7.662], [-0.014, -26.245, 7.336], [-0.484, -24.787, 8.286], [-1.423, -26.234, 10.043], [-1.678, -28.384, 9.242], [-0.222, -28.641, 10.159], [-0.270, -28.481, 8.324], [1.348, -26.525, 9.678], [4.771, -24.220, 13.450], [4.937, -25.513, 14.243], [5.999, -25.435, 15.326], [3.732, -25.945, 14.825], [3.961, -24.392, 12.733], [5.647, -23.855, 12.920], [4.386, -23.460, 14.139], [5.317, -26.265, 13.528], [6.977, -25.240, 14.883], [6.000, -26.373, 15.880], [5.811, -24.617, 16.026], [3.064, -25.969, 14.127]],
  "relative_energy_kj_mol": 87.1,
  "gap_ev": 9.97,
  "lumo_energy_ev": 0.28
}

---

{
  "formula": "C34H52N4PPdTe",
  "method": "the ωB97M-V functional and the def2-TZVPD basis",
  "symbols": ["Pd", "C", "C", "C", "P", "C", "C", "C", "C", "C", "C", "C", "C", "C", "C", "N", "C", "C", "C", "C", "C", "C", "C", "C", "C", "H", "H", "H", "H", "H", "H", "H", "H", "H", "H", "H", "H", "H", "H", "H", "H", "H", "H", "H", "H", "H", "H", "H", "H", "H", "H", "H", "H", "H", "H", "H", "N", "C", "C", "C", "N", "C", "C", "N", "C", "H", "H", "H", "H", "H", "H", "H", "H", "H", "H", "H", "H", "H", "H", "H", "H", "Te", "C", "C", "C", "C", "C", "C", "H", "H", "H", "H", "H"],
  "positions_angstrom": [[0.064, 0.473, -0.265], [0.133, 1.037, 4.517], [-0.108, 1.250, 3.024], [0.772, 2.392, 2.514], [0.141, -0.265, 1.974], [-0.764, -1.598, 2.872], [-0.563, -2.917, 2.125], [-2.247, -1.276, 3.041], [1.864, -0.740, 2.110], [2.444, -1.282, 3.259], [3.755, -1.711, 3.296], [4.375, -2.281, 4.543], [4.489, -1.595, 2.107], [3.953, -1.079, 0.954], [2.602, -0.625, 0.906], [2.033, -0.131, -0.217], [2.839, -0.143, -1.384], [3.770, 0.880, -1.608], [3.956, 1.967, -0.589], [4.532, 0.852, -2.769], [4.427, -0.184, -3.688], [5.213, -0.173, -4.970], [3.560, -1.229, -3.402], [2.765, -1.227, -2.264], [1.864, -2.387, -1.948], [-0.031, 1.976, 5.053], [1.163, 0.729, 4.698], [-0.535, 0.292, 4.951], [-1.161, 1.522, 2.882], [1.823, 2.174, 2.717], [0.511, 3.322, 3.024], [0.676, 2.543, 1.437], [-0.304, -1.678, 3.861], [-0.850, -2.814, 1.075], [-1.184, -3.699, 2.567], [0.478, -3.240, 2.154], [-2.753, -1.205, 2.075], [-2.414, -0.338, 3.573], [-2.737, -2.069, 3.610], [1.841, -1.390, 4.155], [3.633, -2.376, 5.337], [5.182, -1.647, 4.920], [4.800, -3.272, 4.365], [5.520, -1.937, 2.091], [4.552, -1.037, 0.055], [2.989, 2.383, -0.308], [4.581, 2.766, -0.987], [4.424, 1.580, 0.321], [5.230, 1.663, -2.957], [5.977, 0.605, -4.957], [4.554, 0.017, -5.821], [5.705, -1.132, -5.143], [3.475, -2.056, -4.100], [1.815, -3.076, -2.792], [0.852, -2.054, -1.705], [2.235, -2.933, -1.075], [-7.808, -0.057, 0.553], [-4.654, -0.392, -0.003], [-4.466, -1.340, -1.156], [-3.109, -1.195, -1.887], [-1.988, -1.685, -1.059], [-2.876, 0.266, -2.273], [-3.048, 1.255, -1.132], [-1.970, 1.164, -0.105], [-4.402, 1.028, -0.422], [-6.795, -0.270, 0.422], [-8.226, -0.075, -0.372], [-7.846, 0.913, 0.850], [-4.217, -0.695, 0.954], [-5.249, -1.171, -1.918], [-4.572, -2.384, -0.834], [-3.110, -1.786, -2.813], [-1.910, -2.690, -1.175], [-2.265, -1.537, -0.087], [-3.606, 0.540, -3.043], [-1.888, 0.393, -2.709], [-2.984, 2.267, -1.546], [-2.347, 0.525, 0.602], [-1.899, 2.080, 0.326], [-5.170, 1.358, -1.145], [-4.472, 1.718, 0.431], [0.463, 2.267, -2.123], [0.799, 1.177, -3.901], [1.510, 1.792, -4.931], [1.755, 1.130, -6.123], [1.293, -0.167, -6.312], [0.586, -0.786, -5.292], [0.347, -0.125, -4.096], [1.883, 2.801, -4.795], [2.311, 1.628, -6.909], [1.486, -0.688, -7.242], [0.225, -1.800, -5.420], [-0.194, -0.633, -3.307]],
  "charge": -1,
  "relative_energy_kj_mol": 20.1,
  "gap_ev": 4.75,
  "lumo_energy_ev": 2.37
}